# 1
Formula: C9H14
Source: OMol25
Level of theory: ωB97M-V/def2-TZVPD

For the HOMO energy (alpha / beta), the calculation gives 1.0 / -3.5 eV. The charge is -1. As for the spin multiplicity: 2. As for the expectation value of S²: 0.76. The energy above the lowest of the compared OMol25 structures with the same formula, charge and spin comes out at 145.4 kJ/mol. The calculation puts the total energy at -351.223925 Eh.

Structure (XYZ):
```
23
Properties=species:S:1:pos:R:3:forces:R:3
H -1.583 -0.431 -2.403 -0.375 0.595 -0.786
H 1.300 -2.497 0.860 1.032 -1.466 1.539
H 2.203 0.563 0.942 0.072 -0.092 -0.057
C 1.030 -0.900 -0.315 -0.277 5.235 -2.470
H 2.778 0.396 -0.829 -0.914 -0.248 1.228
C -0.582 -2.687 -0.208 -1.037 -2.666 1.626
H -0.165 0.966 1.645 -0.098 1.385 -0.454
C -1.381 -2.159 -1.152 0.461 0.976 -0.246
C -0.866 -0.941 -1.809 -2.965 -1.894 -0.063
C -1.229 2.483 0.438 0.149 -2.007 -0.632
C 2.307 -0.103 0.083 -0.949 -0.761 -1.829
H -1.913 1.554 0.087 1.167 2.495 1.010
H -0.902 -3.687 0.299 0.564 1.784 -0.781
H -1.704 3.447 0.632 -0.446 -0.300 -0.408
H 0.567 0.522 -1.921 0.460 0.734 0.340
H 0.623 2.586 1.838 -1.785 -0.402 -0.589
H -0.953 2.117 2.635 0.139 0.534 -0.701
H -2.368 -2.616 -1.312 0.493 0.326 -0.419
H 2.926 -0.935 0.260 1.694 -0.699 0.996
C -0.406 2.085 1.661 1.308 -1.961 1.691
C 0.593 -2.049 0.254 -0.045 -0.916 0.365
C 0.230 -0.284 -1.296 1.786 -0.846 0.579
H -0.505 2.570 -0.388 -0.435 0.194 0.060
```
Positions in Å, forces in eV/Å.

# 2
Formula: C4H7ClF2
Source: OMol25
Level of theory: ωB97M-V/def2-TZVPD

For the HOMO energy (alpha / beta), the calculation gives -7.4 / -8.9 eV. The charge is 0. The energy above the lowest of the compared OMol25 structures with the same formula, charge and spin comes out at 392.0 kJ/mol. The calculation puts the total energy at -816.374265 Eh.

Structure (XYZ):
```
14
Properties=species:S:1:pos:R:3:forces:R:3
H -1.253 0.033 2.068 -1.097 -1.507 2.303
F 3.671 -1.262 0.337 -2.082 0.282 -0.135
H -1.801 1.365 -1.049 1.629 -1.121 -1.640
Cl -1.142 -1.902 -0.130 -0.018 -0.473 0.183
C -0.949 -0.215 -0.076 -0.020 0.587 0.608
F 2.197 0.110 -0.612 -0.121 -1.033 0.561
C -0.992 0.560 -1.375 -1.569 -0.134 2.244
H 0.023 0.989 -1.473 -0.707 0.107 -0.760
H -1.501 1.475 1.016 0.151 -0.840 0.777
C 2.351 -0.865 0.304 3.292 1.932 -0.204
H 0.066 0.916 1.397 0.948 0.141 0.445
H -1.348 -0.174 -2.144 0.537 1.313 0.217
H 1.602 -1.566 0.486 -1.059 -1.196 -0.222
C -0.923 0.536 1.251 0.114 1.942 -4.375
```
Positions in Å, forces in eV/Å.

# 3
Formula: C13H26BF2O6PS
Source: OMol25
Level of theory: ωB97M-V/def2-TZVPD

For the HOMO energy, the calculation gives -8.3 eV. The charge is 0. The energy above the lowest of the compared OMol25 structures with the same formula, charge and spin comes out at 0.0 kJ/mol. The calculation puts the total energy at -1926.626937 Eh.

Structure (XYZ):
```
50
Properties=species:S:1:pos:R:3:forces:R:3
B -5.687 -4.551 -1.790 -0.416 -0.310 -0.604
H 6.593 -2.671 0.136 0.238 -0.241 0.028
C -2.758 0.973 0.644 -0.845 -0.191 0.105
C 6.170 -1.886 -0.475 -0.133 0.155 0.249
H 7.338 -0.435 0.603 0.318 0.125 0.020
O -3.080 -3.139 0.005 -0.049 0.064 0.115
C -1.948 2.192 0.331 -0.003 0.305 -0.161
H -2.581 3.044 0.099 -0.229 0.077 0.104
P 1.402 1.876 1.298 0.362 0.291 -0.928
H 0.255 3.973 1.803 0.379 0.141 0.142
H 5.753 1.946 0.854 0.001 0.256 0.231
C 0.098 3.149 1.113 -0.963 -0.228 0.419
H 5.386 0.217 -1.546 0.001 -0.021 -0.437
H 5.110 -2.100 -0.555 -0.245 -0.084 -0.253
C 5.310 1.775 -0.123 0.226 -0.256 -0.377
C 3.843 1.406 0.005 0.150 0.747 0.523
F -5.703 -5.898 -2.094 0.055 -0.021 0.075
H 3.625 2.707 1.675 -0.101 0.252 0.344
H 0.061 3.550 0.105 0.379 0.023 -0.290
H 5.669 -0.478 1.022 -0.171 0.115 0.262
O -6.305 -4.303 -0.451 0.348 0.181 0.217
H 2.936 3.382 0.199 -0.099 0.285 -0.120
H -2.355 0.100 0.134 0.264 -0.249 0.058
H -2.755 0.777 1.718 0.152 -0.024 0.203
H -4.778 -0.516 1.189 0.121 -0.172 0.133
C 6.058 0.615 -0.790 -0.577 0.096 0.142
C -5.409 -3.766 0.349 -0.808 -0.161 0.317
H 3.786 0.472 0.550 -0.219 -0.412 -0.118
S 0.812 0.144 0.308 -0.021 -0.046 0.574
C 3.056 2.478 0.782 -0.114 -0.808 -0.003
H 1.107 0.578 -0.928 0.083 0.221 0.046
C -4.103 -3.619 -0.426 0.840 0.121 -0.558
H -6.026 0.650 -1.303 -0.104 -0.069 -0.311
O -5.584 -3.427 1.491 0.127 0.094 -0.031
C 6.347 -0.523 0.174 0.101 -0.231 0.093
H -6.573 -0.889 -0.605 -0.133 -0.197 -0.018
H -1.346 1.986 -0.548 0.366 0.121 -0.162
O -1.111 2.527 1.456 0.392 -0.097 -0.053
H 1.491 1.545 2.651 -0.254 -0.205 -0.046
C -4.733 -0.106 0.181 -0.741 -0.178 -0.273
H 6.951 0.954 -1.299 0.237 0.065 -0.058
O -4.277 -4.066 -1.646 0.020 0.128 0.426
C -6.116 0.067 -0.392 0.289 0.495 0.104
H 5.394 2.682 -0.715 0.137 0.251 -0.031
O -4.083 1.160 0.199 0.527 0.105 -0.006
H 3.419 1.314 -0.986 -0.126 -0.352 -0.220
H -6.732 0.640 0.287 -0.305 0.028 0.210
H -4.185 -0.795 -0.459 0.329 -0.109 0.061
H 6.603 -1.899 -1.467 0.179 -0.179 -0.199
F -6.343 -3.814 -2.764 0.034 0.100 0.055
```
Positions in Å, forces in eV/Å.

# 4
Formula: C34H31NO8P2
Source: OMol25
Level of theory: ωB97M-V/def2-TZVPD

For the HOMO energy, the calculation gives -8.0 eV. The charge is 0. The calculation puts the total energy at -2653.608449 Eh. Its SMILES is O=C1c2ccccc2C(=O)c2ccccc21.O=C1c2ccccc2C(=O)c2ccccc21.CC(=O)OCCCCP(O)#P(N)O.

Structure (XYZ):
```
76
Properties=species:S:1:pos:R:3:forces:R:3
C 0.446 2.766 -4.296 0.181 0.203 -0.267
H -2.330 2.376 1.176 0.273 1.273 1.047
H -2.283 4.200 1.039 0.141 -1.198 1.340
H 2.936 2.538 3.758 -1.840 -0.332 -0.451
H -2.915 -0.829 3.513 -0.519 0.539 0.237
H 0.229 -2.151 -4.042 0.025 0.218 -0.007
P -4.699 0.174 2.405 0.370 -2.078 -0.229
C -0.174 -1.392 -3.378 -0.109 -0.137 0.197
C 3.435 -4.977 0.834 0.816 -0.541 0.080
C 5.219 -1.748 1.580 -0.196 -0.168 -0.055
H 0.183 4.877 -3.944 -0.002 -0.230 0.026
H -5.248 4.445 2.903 0.450 -1.402 -0.952
H 1.567 5.556 -5.874 -0.020 -0.103 0.029
C 2.068 -5.420 0.476 -0.327 -0.193 -0.120
C -3.259 3.434 2.974 0.290 1.601 -0.584
H -4.608 3.900 1.255 -0.585 -0.783 1.428
C -1.216 0.543 -1.667 -0.127 -0.208 0.171
H -1.018 -2.826 -2.020 0.044 0.098 -0.023
O 0.041 2.267 1.722 2.294 0.804 2.269
H 0.374 -8.235 -0.381 0.024 0.102 0.033
O 2.182 1.558 1.444 -3.073 1.779 2.719
H -1.623 1.292 -0.995 0.101 0.010 -0.181
C 2.006 3.535 -6.471 -0.092 -0.168 0.111
O 1.266 -0.488 -5.596 -0.097 0.227 0.152
C 0.802 0.357 -4.851 0.315 -0.711 -0.499
H -3.045 4.436 3.507 -0.223 -1.479 -0.653
C 2.890 -1.258 1.191 0.036 -0.028 0.023
H 6.224 -1.410 1.811 -0.092 -0.048 -0.028
C -1.388 -0.805 -1.380 0.072 0.241 -0.230
H 2.653 -7.475 0.191 0.001 0.222 0.061
H -3.986 -0.113 4.571 0.320 0.041 -0.508
H 2.622 3.835 -7.313 -0.064 -0.044 0.079
C -0.356 2.369 -3.116 -0.420 0.595 0.647
C -2.175 3.333 1.791 0.442 -0.354 0.417
H -3.045 -0.422 1.080 -0.729 0.768 -0.277
C 4.179 -0.826 1.477 -0.025 -0.143 -0.002
O -6.450 2.081 4.181 0.286 0.174 -1.710
C 1.416 4.502 -5.661 -0.085 -0.143 0.120
C 1.835 -6.763 0.178 -0.203 -0.151 -0.061
C -0.519 0.930 -2.811 -0.032 -0.323 0.124
H -1.507 -6.620 -0.396 0.096 0.041 0.024
H -7.396 2.324 4.039 1.045 -0.412 0.285
C -0.875 -1.773 -2.240 0.050 0.150 -0.123
C -4.738 3.572 2.346 1.060 0.749 1.245
C 0.552 -7.191 -0.142 0.136 0.150 0.064
C -0.686 3.296 2.440 -2.159 0.495 0.589
H -1.101 -4.240 0.119 0.203 0.031 0.046
P -5.833 2.041 2.553 -0.660 1.808 -0.387
H 2.267 1.438 -6.842 -0.149 -0.030 0.175
C 1.335 2.047 2.238 2.449 -1.346 -2.575
H -0.181 4.326 2.426 -0.496 -1.524 -0.389
C -0.504 -6.283 -0.155 0.091 0.150 0.034
C 1.811 2.302 3.732 -0.168 -0.126 0.257
O 0.336 -2.271 0.679 0.091 -0.242 0.099
H -3.155 2.628 3.768 -0.141 0.797 -1.323
H -1.924 -1.103 -0.486 0.130 -0.026 -0.165
C 0.637 4.120 -4.575 0.135 0.125 -0.170
N -3.480 0.021 3.683 0.123 0.120 -0.435
H 5.786 -3.815 1.457 -0.219 -0.038 -0.061
O 4.344 -5.785 0.918 -0.275 0.166 -0.033
O -3.765 0.241 0.939 0.067 0.031 2.084
C 3.681 -3.538 1.079 0.143 0.232 0.061
C 0.016 -0.039 -3.660 -0.149 -0.143 0.235
H 2.086 -0.535 1.115 0.092 -0.242 -0.056
C 4.972 -3.102 1.381 0.118 0.184 0.036
H -0.828 3.045 3.558 0.359 0.033 -1.741
H 1.253 3.120 4.287 0.644 -1.122 -0.763
H 4.374 0.232 1.623 -0.129 -0.101 -0.044
C -0.275 -4.943 0.135 -0.058 -0.234 -0.078
C 1.021 1.797 -5.119 0.132 0.359 -0.141
C 1.258 -3.069 0.706 -0.527 0.646 0.011
C 1.015 -4.506 0.440 -0.172 -0.301 -0.088
H 1.696 1.312 4.304 -0.052 1.434 -0.880
C 1.806 2.186 -6.205 0.082 0.225 -0.116
C 2.636 -2.617 0.996 0.352 0.207 0.055
O -0.870 3.215 -2.404 0.132 -0.177 -0.207
```
Positions in Å, forces in eV/Å.

# 5
Formula: C7H13N
Source: OMol25
Level of theory: ωB97M-V/def2-TZVPD

For the HOMO energy, the calculation gives -8.0 eV. The charge is 0. The energy above the lowest of the compared OMol25 structures with the same formula, charge and spin comes out at 234.3 kJ/mol. The calculation puts the total energy at -329.182227 Eh. Its SMILES is C=CC(=C)C.C=CN.

Structure (XYZ):
```
21
Properties=species:S:1:pos:R:3:forces:R:3
C 1.543 0.840 0.576 -2.617 -0.162 0.377
H -1.299 0.831 -2.318 -0.028 0.106 -0.009
H 0.547 -1.493 -1.183 -0.043 0.124 -0.140
H -1.540 -0.563 2.209 -0.134 0.008 -0.102
H 1.958 0.311 2.571 0.012 0.010 -0.203
H -1.094 -1.701 -1.806 -0.045 0.234 0.120
H 2.877 1.284 -0.885 -0.311 0.023 -0.080
H 0.370 0.817 0.637 2.879 0.361 0.504
H -2.352 0.907 0.522 0.310 -0.116 0.115
H 1.247 1.638 -1.251 0.372 -0.197 0.136
H -0.471 -2.757 -0.551 -0.078 0.216 0.168
C -1.836 1.165 -1.432 0.738 -0.894 -0.043
C 2.353 0.537 1.586 -0.136 -0.084 0.297
H 3.427 0.468 1.454 -0.016 0.100 -0.018
H -2.459 2.048 -1.533 0.025 -0.222 0.119
C -1.148 -1.203 1.427 0.377 0.418 -0.662
C -1.727 0.501 -0.277 0.258 -0.220 0.987
N 1.900 1.064 -0.725 0.417 0.391 -0.926
C -0.485 -1.719 -0.900 0.750 -0.095 -0.100
H -0.854 -2.207 1.716 0.153 0.138 0.002
C -0.959 -0.769 0.166 -2.883 -0.140 -0.544
```
Positions in Å, forces in eV/Å.